a.
Below is an isolated molecule of C3H4N2O, with properties calculated with ωB97M-V/def2-TZVPD.

The value obtained for the LUMO energy is 1.0571 eV. Its HOMO energy is -8.91 eV. The frontier orbital gap comes out at 9.968 eV. The SMILES is Oc1cc[nH]n1.

```
! RIJCOSX wB97M-V def2-TZVPD def2/J DEFGRID3
* xyz 0 1
O -1.5686 -1.4783 0.6958
C -0.7178 -0.5889 0.1440
C 0.6402 -0.8468 -0.1378
C 1.0849 0.3309 -0.6911
N 0.0331 1.1772 -0.7083
N -1.0913 0.6307 -0.1950
H -2.4502 -1.0869 0.6707
H 1.1849 -1.7614 0.0383
H 2.0548 0.6187 -1.0725
H 0.0062 2.1267 -1.0395
*
```

Which charges does natural (NBO) predict for the atoms? In e, they are: O -0.66; C 0.43; C -0.40; C -0.03; N -0.34; N -0.35; H 0.49; H 0.24; H 0.22; H 0.41

***

b.
Below is an isolated molecule of C3H4N2O, with properties calculated with ωB97M-V/def2-TZVPD.

The value obtained for the LUMO energy is 0.8942 eV. Its HOMO energy is -11.00 eV. The frontier orbital gap comes out at 11.891 eV. The SMILES is Cc1cnon1.

```
! RIJCOSX wB97M-V def2-TZVPD def2/J DEFGRID3
* xyz 0 1
C -1.4197 -0.1747 0.0972
C 0.0724 -0.2021 0.1625
C 0.9577 0.6857 -0.5145
N 2.1831 0.3650 -0.2263
O 2.0936 -0.6940 0.6084
N 0.7993 -1.0399 0.8463
H -1.7791 0.8018 0.4379
H -1.8903 -0.9511 0.7039
H -1.7396 -0.3014 -0.9425
H 0.7226 1.5107 -1.1728
*
```

Which charges does natural (NBO) predict for the atoms? In e, they are: C -0.64; C 0.10; C -0.09; N -0.07; O -0.14; N -0.09; H 0.23; H 0.24; H 0.23; H 0.22

***

c.
Below is an isolated molecule of C3H4N2O, with properties calculated with ωB97M-V/def2-TZVPD.

The value obtained for the LUMO energy is 0.4638 eV. Its HOMO energy is -8.82 eV. The frontier orbital gap comes out at 9.282 eV. The SMILES is Oc1cnc[nH]1.

```
! RIJCOSX wB97M-V def2-TZVPD def2/J DEFGRID3
* xyz 0 1
O -1.5967 -1.0639 -0.3697
C -0.6140 -0.0943 -0.1342
C -0.3568 1.2449 -0.1344
N 0.9978 1.3908 0.0648
C 1.5130 0.1823 0.1518
N 0.5261 -0.7879 0.0384
H -2.0418 -1.2968 0.4562
H -1.0216 2.0849 -0.2588
H 2.5709 0.0155 0.3097
H -0.0563 -1.7029 -0.1215
*
```

Which charges does natural (NBO) predict for the atoms? In e, they are: O -0.70; C 0.35; C -0.16; N -0.44; C 0.16; N -0.60; H 0.49; H 0.22; H 0.21; H 0.48

***

Q: Which of them is the most stable? A: a.